1.
C4H7O4P | the ωB97M-V functional and the def2-TZVPD basis

Each line ends with the Mulliken charge.
Cartesian coordinates (Å):
P  -1.21  1.76  0.32  0.662
O  -1.38  1.29  -1.33  -0.563
O  -2.55  2.26  0.83  -0.826
O  -0.01  2.62  0.63  -0.738
O  0.63  -1.61  -1.59  -0.980
C  0.11  -1.69  0.67  -1.585
C  -1.07  0.22  -0.47  -0.387
C  1.50  0.27  -0.25  -1.641
C  0.44  -0.77  -0.62  1.314
H  -0.55  -2.56  0.39  0.289
H  -1.91  -0.40  -0.37  0.461
H  1.13  -1.90  0.95  0.442
H  -0.25  -1.24  1.59  0.361
H  1.33  1.21  -0.86  0.348
H  1.25  0.65  0.69  0.417
H  2.52  -0.11  -0.58  0.426

Properties
Energy relative to the best compared isomer or geometry (same formula, charge and spin), kcal/mol: 52.0
Orbital gap, eV: 6.2
Molecular weight, g/mol: 150.070
HOMO level, eV: 0.750
Lowest unoccupied orbital energy, hartree: 0.255
SMILES string: CC(C)([O-])[C@@H]1O[P@@]1(=O)[O-]
Electronic energy, Eh: -798.88000
Total charge: -2

2.
C4H7OP | the ωB97M-V functional and the def2-TZVPD basis

Each line ends with the Mulliken charge.
Cartesian coordinates (Å):
P  0.59  -0.46  -1.94  0.008
O  0.79  -1.99  -1.43  -0.443
C  0.68  0.92  -0.64  -0.317
C  -0.76  0.36  -0.95  -0.085
C  -0.94  -0.20  0.44  -0.766
C  0.50  0.33  0.82  -0.584
H  -1.79  0.32  0.97  0.307
H  1.32  -0.48  0.93  0.239
H  1.21  1.84  -0.82  0.418
H  0.29  1.15  1.52  0.314
H  -1.59  0.86  -1.47  0.415
H  0.61  -1.93  -0.48  0.309
H  -0.96  -1.37  0.33  0.185

Properties
Energy relative to the best compared isomer or geometry (same formula, charge and spin), kcal/mol: 43.9
Orbital gap, eV: 9.9
Molecular weight, g/mol: 102.073
HOMO level, eV: -9.138
Lowest unoccupied orbital energy, hartree: 0.028
SMILES string: OP1[C@@H]2CC[C@@H]21
Electronic energy, Eh: -573.12526

3.
C4H7OP | the ωB97M-V functional and the def2-TZVPD basis

Each line ends with the Mulliken charge.
Cartesian coordinates (Å):
P  -0.67  -0.57  -0.20  0.855
O  -1.57  -2.29  -0.39  -0.681
C  0.12  -0.57  1.39  -1.165
C  -1.68  0.87  -0.28  -0.974
C  -2.58  1.62  -0.19  0.430
C  0.70  -0.36  -1.43  -1.164
H  0.23  -0.04  -2.26  0.400
H  1.36  0.36  -1.00  0.362
H  0.66  0.25  1.60  0.457
H  0.94  -1.33  -1.59  0.367
H  0.83  -1.35  1.41  0.366
H  -0.63  -0.67  2.29  0.290
H  -3.21  2.44  -0.31  0.458

Properties
Energy relative to the best compared isomer or geometry (same formula, charge and spin), kcal/mol: 99.3
Orbital gap, eV: 9.3
Molecular weight, g/mol: 102.073
HOMO level, eV: -8.804
Lowest unoccupied orbital energy, hartree: 0.017
SMILES string: C#CP(C)(C)=O
Electronic energy, Eh: -573.03700

4.
C4H7OP | the ωB97M-V functional and the def2-TZVPD basis

Each line ends with the Mulliken charge.
Cartesian coordinates (Å):
P  0.14  1.18  -1.37  -0.001
O  -1.65  -1.28  -1.27  -0.509
C  0.01  0.14  -0.11  -0.166
C  -1.14  -2.13  0.86  -0.968
C  -0.98  -1.19  -0.27  0.586
C  1.41  2.43  -0.63  -0.989
H  2.47  2.08  -0.83  0.274
H  -0.23  -2.54  1.55  0.294
H  1.34  3.29  -1.16  0.366
H  -1.56  -3.13  0.50  0.287
H  0.69  0.00  0.74  0.289
H  1.27  2.61  0.47  0.288
H  -1.77  -1.47  1.52  0.249

Properties
Energy relative to the best compared isomer or geometry (same formula, charge and spin), kcal/mol: 45.2
Orbital gap, eV: 9.3
Molecular weight, g/mol: 102.073
HOMO level, eV: -9.495
Lowest unoccupied orbital energy, hartree: -0.007
SMILES string: C/P=C/C(C)=O
Electronic energy, Eh: -573.12324

5.
C4H7OYb | the ωB97M-V functional and the def2-TZVPD basis

Each line ends with the Mulliken charge.
Cartesian coordinates (Å):
Yb  -2.99  -1.21  2.39  0.491
O  -1.52  -1.18  0.57  -0.522
C  -0.58  0.95  -0.19  -1.012
C  1.50  -0.46  0.48  -0.912
C  -0.71  -0.51  -0.16  0.202
C  1.00  0.20  -0.80  -0.203
H  0.93  -0.50  -1.64  0.260
H  1.49  1.12  -1.14  0.353
H  -0.30  1.38  0.78  0.318
H  1.77  -1.51  0.33  0.294
H  2.27  0.15  0.97  0.302
H  -1.49  1.53  -0.40  0.372
H  -1.38  0.06  -1.19  0.056

Properties
2S+1: 2
Orbital gap (spin up / spin down), eV: 6.0 / 5.6
Molecular weight, g/mol: 244.139
HOMO level (spin up / spin down), eV: -6.176 / -6.645
Lowest unoccupied orbital energy (spin up / spin down), hartree: -0.008 / -0.038
Electronic energy, Eh: -1390.12072

6.
C4H7P | the ωB97M-V functional and the def2-TZVPD basis

Each line ends with the Mulliken charge.
Cartesian coordinates (Å):
P  -0.52  -0.26  1.07  0.291
C  -0.58  -1.76  2.06  -0.751
C  -0.29  0.45  -0.55  -0.143
C  0.68  1.56  -1.03  -0.500
C  0.69  0.12  -1.62  -0.503
H  1.36  1.97  -0.38  0.323
H  -1.66  0.31  1.68  0.020
H  0.16  0.22  -2.51  0.229
H  -1.47  -1.74  2.72  0.220
H  0.20  2.25  -1.74  0.188
H  -0.09  -2.58  1.79  0.319
H  1.52  -0.54  -1.49  0.307

Properties
Energy relative to the best compared isomer or geometry (same formula, charge and spin), kcal/mol: 106.8
Orbital gap, eV: 7.4
Molecular weight, g/mol: 86.074
HOMO level, eV: -7.489
Lowest unoccupied orbital energy, hartree: -0.003
SMILES string: C=[PH]=C1CC1
Electronic energy, Eh: -497.75638

7.
C4H7P3 | the ωB97M-V functional and the def2-TZVPD basis

Each line ends with the Mulliken charge.
Cartesian coordinates (Å):
P  4.64  0.65  0.25  -0.153
P  0.93  2.17  -0.24  -0.130
P  4.02  -1.42  -0.37  -0.166
C  0.03  -0.68  -0.25  0.162
C  0.79  0.55  -0.28  0.018
C  3.07  -0.08  -0.16  -0.008
C  -1.42  -0.42  0.18  -1.320
H  -1.97  -1.36  0.25  0.358
H  4.92  1.23  -1.02  0.009
H  0.04  -1.15  -1.25  0.272
H  -1.92  0.23  -0.54  0.344
H  0.49  -1.39  0.44  0.253
H  -0.45  2.48  -0.27  -0.002
H  -1.43  0.06  1.16  0.363

Properties
Energy relative to the best compared isomer or geometry (same formula, charge and spin), kcal/mol: 104.9
Orbital gap (spin up / spin down), eV: 7.9 / 7.9
Molecular weight, g/mol: 148.022
HOMO level (spin up / spin down), eV: -8.104 / -8.103
Lowest unoccupied orbital energy (spin up / spin down), hartree: -0.009 / -0.009
Electronic energy, Eh: -1180.45455

8.
C4H7PS | the ωB97M-V functional and the def2-TZVPD basis

Each line ends with the Mulliken charge.
Cartesian coordinates (Å):
S  1.56  1.71  0.01  -0.230
P  -2.45  1.01  -0.27  -0.195
C  -0.61  -1.27  0.20  -1.119
C  0.28  0.77  -1.01  -0.970
C  -1.39  1.28  1.00  -0.400
C  -0.77  0.18  -0.21  0.642
H  0.84  2.84  0.31  0.130
H  -0.22  1.50  -1.69  0.371
H  0.83  0.03  -1.63  0.403
H  -1.00  1.62  1.96  0.480
H  0.02  -1.76  -0.72  0.259
H  -1.60  -1.78  0.15  0.363
H  -0.01  -1.40  1.09  0.265

Properties
Energy relative to the best compared isomer or geometry (same formula, charge and spin), kcal/mol: 53.4
Orbital gap, eV: 8.5
Molecular weight, g/mol: 118.141
HOMO level, eV: -8.501
Lowest unoccupied orbital energy, hartree: 0.000
SMILES string: C[C@]1(CS)C=P1
Electronic energy, Eh: -896.02523

9.
C4H8 | the ωB97M-V functional and the def2-TZVPD basis

Each line ends with the Mulliken charge.
Cartesian coordinates (Å):
C  0.44  -1.42  -0.35  -0.206
C  -0.68  -0.89  0.16  -0.801
C  -0.20  2.02  1.24  -1.090
C  0.52  -0.42  -1.31  -0.660
H  -0.32  2.49  2.25  0.321
H  1.20  -2.26  -0.25  0.280
H  0.59  0.61  -0.97  0.252
H  -1.21  2.10  0.75  0.215
H  0.69  2.38  0.78  0.305
H  0.05  0.97  1.07  0.141
H  0.03  -0.58  -2.23  0.066
H  -1.51  -1.48  0.15  0.177

Properties
Energy relative to the best compared isomer or geometry (same formula, charge and spin), kcal/mol: 98.5
2S+1: 2
Orbital gap (spin up / spin down), eV: 4.0 / 7.0
Molecular weight, g/mol: 56.108
HOMO level (spin up / spin down), eV: 0.607 / -2.501
Lowest unoccupied orbital energy (spin up / spin down), hartree: 0.169 / 0.165
Electronic energy, Eh: -156.96609
Total charge: -1

10.
C4H8 | the ωB97M-V functional and the def2-TZVPD basis

Each line ends with the Mulliken charge.
Cartesian coordinates (Å):
C  1.83  0.56  0.47  -0.146
C  0.99  0.40  -0.51  -0.372
C  1.53  -0.74  0.91  -0.640
C  -2.21  0.22  -0.38  -0.718
H  1.32  0.21  -1.52  0.204
H  -2.57  -0.57  -1.04  0.268
H  2.38  -1.43  0.90  0.235
H  -1.23  -0.18  -0.16  -0.002
H  2.57  1.29  0.74  0.372
H  -2.32  1.20  -0.83  0.242
H  -2.87  0.25  0.49  0.283
H  0.58  -1.22  0.94  0.274

Properties
Energy relative to the best compared isomer or geometry (same formula, charge and spin), kcal/mol: 104.8
Orbital gap, eV: 9.4
Molecular weight, g/mol: 56.108
HOMO level, eV: -8.386
Lowest unoccupied orbital energy, hartree: 0.036
SMILES string: C1=CC1.C
Electronic energy, Eh: -157.01687

11.
C4H8 | the ωB97M-V functional and the def2-TZVPD basis

Each line ends with the Mulliken charge.
Cartesian coordinates (Å):
C  -1.28  -0.40  -0.20  -0.443
C  2.43  -0.15  -0.16  -0.510
C  -2.42  0.18  -0.05  -0.582
C  1.30  0.35  0.32  -0.637
H  0.87  1.33  0.11  0.336
H  0.65  -0.39  0.66  0.264
H  2.70  -1.11  0.01  0.285
H  3.11  0.56  -0.56  0.253
H  -3.22  -0.23  0.50  0.253
H  -1.22  -1.35  0.28  0.220
H  -2.56  1.24  -0.24  0.236
H  -0.35  -0.01  -0.66  0.327

Properties
Energy relative to the best compared isomer or geometry (same formula, charge and spin), kcal/mol: 56.9
Orbital gap, eV: 11.3
Molecular weight, g/mol: 56.108
HOMO level, eV: -10.076
Lowest unoccupied orbital energy, hartree: 0.044
SMILES string: C=C.C=C
Electronic energy, Eh: -157.09329

12.
C4H8 | the ωB97M-V functional and the def2-TZVPD basis

Each line ends with the Mulliken charge.
Cartesian coordinates (Å):
C  1.35  -0.52  0.15  -0.981
C  0.12  -0.04  0.02  0.966
C  -1.01  -0.63  0.81  -1.217
C  -0.22  1.05  -0.94  -1.186
H  0.37  0.95  -1.86  0.351
H  1.59  -1.30  0.86  0.266
H  -0.67  -1.30  1.60  0.352
H  -1.27  1.03  -1.22  0.316
H  2.20  -0.16  -0.44  0.272
H  -1.65  0.11  1.29  0.314
H  -0.01  2.04  -0.55  0.265
H  -1.67  -1.21  0.16  0.282

Properties
Energy relative to the best compared isomer or geometry (same formula, charge and spin), kcal/mol: 1.3
Orbital gap, eV: 10.4
Molecular weight, g/mol: 56.108
HOMO level, eV: -9.223
Lowest unoccupied orbital energy, hartree: 0.042
SMILES string: C=C(C)C
Electronic energy, Eh: -157.18185